This record from the Open Molecules 2025 dataset describes C15H21ClF5O2P2Sc as an isolated structure at a distorted geometry. The level of theory is ωB97M-V/def2-TZVPD.

total charge = +2
orbital gap (alpha / beta) = 6.49 / 5.16 eV
energy = -3136.7798 hartree
HOMO (alpha / beta) = -15.75 / -15.75 eV
lowest unoccupied orbital energy (alpha / beta) = -9.3 / -10.6 eV

Geometry as XYZ:
```
47
Properties=species:S:1:pos:R:3:forces:R:3
C 1.54021 -2.82136 -2.27270 0.38 -0.07 -0.54
C 0.44836 -2.49317 -1.25895 -1.57 -6.76 -1.24
H 1.24655 -3.71465 -2.83088 -0.07 0.11 0.15
H 2.46884 -3.01831 -1.72688 -0.16 0.06 0.15
H 1.75689 -1.98265 -2.93494 -0.14 -0.07 0.21
O -0.33040 -3.37362 -0.92670 1.72 2.66 -0.45
Cl 2.59948 -0.08506 -1.10583 -0.56 0.21 0.16
Sc 0.33882 -0.59304 -0.44602 10.19 6.73 -1.63
P 1.35157 -1.36990 1.54415 1.01 -1.77 3.55
C 0.20073 -2.20253 2.69111 0.12 -0.07 0.16
C 2.68763 -2.58511 1.28328 0.01 0.10 -0.17
H 3.16461 -2.83845 2.23547 -0.14 0.02 -0.12
H 2.75617 -0.45872 3.29830 -0.14 0.10 -0.10
H 3.42448 -2.14234 0.60845 -0.02 -0.11 0.12
H 2.70415 0.58487 1.83512 0.13 -0.08 0.15
H -0.29742 -3.02326 2.16716 0.07 -0.02 0.12
H 2.27513 -3.48978 0.82921 0.09 -0.01 0.11
C 2.11755 -0.03710 2.51524 0.02 0.31 -0.25
H 0.73551 -2.59532 3.56158 -0.15 0.00 -0.09
H 1.32645 0.58033 2.94592 0.73 -0.28 0.01
H -0.55426 -1.48447 3.02289 0.17 -0.49 -0.07
P -0.48188 0.48198 -2.39587 -1.96 1.35 -3.33
C -2.30090 0.39354 -2.51252 -0.01 0.09 -0.19
C -0.10733 2.26156 -2.43553 0.14 0.07 0.30
H 1.17479 -0.07212 -4.08351 -0.07 0.06 0.00
H -0.36797 0.41327 -4.83037 0.00 -0.07 0.18
H -0.18723 -1.21068 -4.10888 -0.04 0.13 -0.10
C 0.08783 -0.15657 -4.01416 0.13 -0.13 0.15
H 0.90087 2.42822 -2.05180 0.02 0.06 -0.20
H -0.19672 2.64131 -3.45866 0.00 -0.03 0.20
H -2.64894 0.87189 -3.43329 -0.08 -0.05 0.17
H -2.71577 0.90466 -1.63963 -0.13 -0.29 -0.41
H -0.81835 2.76229 -1.77359 0.43 0.02 -0.60
H -2.62243 -0.65155 -2.50355 -0.03 0.10 -0.08
C -1.37899 -0.95192 0.15079 -12.72 -2.75 4.66
O -2.44014 -1.17993 0.54375 3.40 0.68 -1.32
F -2.29526 2.57813 -0.51571 0.69 -0.66 -0.26
C -1.62489 2.53482 0.61882 1.29 -2.29 0.60
C -0.72518 1.45933 1.06913 -2.36 0.96 1.56
C -0.81505 1.51091 2.53859 0.12 -0.73 -2.68
F -0.60014 0.50908 3.37522 0.27 -0.17 -0.88
C -1.29745 2.58098 3.31186 -0.31 1.11 3.32
F -1.25845 2.51924 4.66965 0.11 -0.06 -2.73
C -1.87555 3.66567 2.73265 -1.30 2.45 1.76
F -2.37208 4.68066 3.48405 0.82 -1.52 -1.16
C -2.10604 3.60417 1.39492 -1.75 3.08 -0.09
F -2.88779 4.56469 0.83267 1.65 -1.98 0.87
```
Positions in Å, forces in eV/Å.

---

This record from the Open Molecules 2025 dataset describes an isolated molecule of C15H21N3O at a distorted geometry. The level of theory is ωB97M-V/def2-TZVPD.

total charge = 0
orbital gap = 8.91 eV
energy = -823.6934 hartree
SMILES string = COCc1cc(C)nc(NC2CCCCC2)c1C#N
HOMO = -8.25 eV
relative energy (zero: lowest compared OMol25 entry of this formula, charge and spin) = 128.3 kJ/mol
lowest unoccupied orbital energy = 0.7 eV

Geometry as XYZ:
```
40
Properties=species:S:1:pos:R:3:forces:R:3
C 4.27868 2.39487 0.03218 0.14 -0.15 -0.01
O 3.17936 3.27152 0.02761 -0.24 0.16 0.08
C 2.02969 2.71811 -0.56605 0.05 0.16 -0.21
C 1.35528 1.67066 0.28693 -0.02 -0.08 0.30
C 1.41736 1.75799 1.66495 0.03 0.04 -0.25
C 0.77582 0.78907 2.43433 0.02 0.08 -0.21
C 0.81838 0.84003 3.92834 -0.01 -0.02 0.00
N 0.10018 -0.20482 1.89050 -0.11 -0.15 0.26
C 0.01447 -0.32274 0.56009 0.18 0.17 -0.12
N -0.67555 -1.41402 0.17139 -0.16 -0.36 0.18
C -1.16266 -1.76869 -1.14142 0.03 0.05 -0.64
C -1.55112 -3.25002 -1.15271 0.09 0.07 0.21
C -2.80243 -3.53214 -0.32313 -0.07 -0.03 -0.31
C -3.96386 -2.65747 -0.78415 0.03 0.08 0.33
C -3.58317 -1.18295 -0.69803 -0.06 -0.07 -0.30
C -2.35814 -0.89960 -1.56146 0.10 0.03 0.23
C 0.64522 0.61148 -0.30240 -0.06 0.06 1.12
C 0.59939 0.53719 -1.70348 0.02 -0.02 -0.85
N 0.60199 0.53315 -2.85421 0.00 0.00 -0.16
H 4.07381 1.48963 0.61614 0.04 0.04 -0.01
H 4.55073 2.09987 -0.98893 0.01 0.02 0.04
H 5.10505 2.93859 0.48541 0.04 -0.08 -0.02
H 2.26845 2.30503 -1.55734 -0.05 0.09 0.13
H 1.33970 3.55868 -0.70448 0.03 -0.17 -0.07
H 1.95741 2.56836 2.12762 0.08 0.07 0.05
H 0.26660 0.00075 4.34078 -0.01 -0.01 0.03
H 1.84926 0.80067 4.27587 0.06 0.02 0.07
H 0.37935 1.77065 4.28374 0.00 0.07 0.07
H -1.08566 -1.90597 0.95180 0.12 0.10 0.03
H -0.34723 -1.61733 -1.85637 -0.21 -0.14 0.11
H -1.73770 -3.54141 -2.18764 0.02 -0.01 -0.04
H -0.71359 -3.84507 -0.78280 0.05 -0.01 -0.09
H -3.06723 -4.58677 -0.42151 0.04 -0.02 0.11
H -2.60771 -3.34487 0.73567 -0.03 -0.07 0.11
H -4.84377 -2.85344 -0.16830 -0.05 -0.04 -0.07
H -4.21586 -2.90464 -1.81780 -0.06 -0.04 -0.07
H -4.41639 -0.56282 -1.03368 0.00 0.06 0.08
H -3.36999 -0.91762 0.34015 -0.04 0.05 0.07
H -2.08279 0.15421 -1.49063 0.02 0.01 -0.09
H -2.58617 -1.11134 -2.60727 0.00 0.04 -0.10
```
Positions in Å, forces in eV/Å.

---

This record from the Open Molecules 2025 dataset describes C15H21N6O4PRuS as an isolated structure. The level of theory is ωB97M-V/def2-TZVPD.

expectation value of S² = 6.006
total charge = +2
multiplicity = 5
orbital gap (alpha / beta) = 9.63 / 8.08 eV
energy = -2047.6180 hartree
HOMO (alpha / beta) = -14.51 / -14.54 eV
relative energy (zero: lowest compared OMol25 entry of this formula, charge and spin) = 0.0 kJ/mol
lowest unoccupied orbital energy (alpha / beta) = -4.9 / -6.5 eV

Geometry as XYZ:
```
49
Properties=species:S:1:pos:R:3:forces:R:3
Ru 0.31886 -0.77028 0.72422 -0.03 0.09 0.01
C -2.83004 0.25325 -3.78709 -0.03 0.01 -0.03
N -2.21413 -0.53537 -2.72132 0.03 0.04 0.02
C -2.49724 -1.84950 -2.46927 -0.02 0.00 -0.02
C -1.76944 -2.20266 -1.37377 0.01 0.00 0.01
N -1.04656 -1.11727 -0.96080 -0.03 -0.08 0.02
C -1.33121 -0.11440 -1.78849 -0.04 0.00 -0.06
P -0.66933 1.58391 -1.70434 0.01 0.01 0.05
C 1.10597 1.19355 -1.55605 0.03 0.01 -0.02
N 1.64823 0.33523 -0.69585 0.02 -0.06 0.03
C 2.99650 0.34031 -0.91826 0.00 0.00 -0.01
C 3.27194 1.21542 -1.92594 0.01 0.00 0.00
N 2.07533 1.74684 -2.32055 -0.04 -0.01 0.01
C 1.93020 2.73929 -3.38303 0.02 0.03 -0.03
C -1.01922 1.93712 0.05422 0.01 0.02 -0.01
N -0.69368 1.16381 1.08911 0.00 0.04 -0.01
C -1.11629 1.80504 2.22100 0.00 -0.01 -0.01
C -1.70465 2.98019 1.86379 0.00 0.01 -0.02
N -1.63860 3.05307 0.49856 0.00 -0.02 0.01
C -2.16500 4.16721 -0.28689 -0.02 0.04 -0.01
H -3.00240 -0.39112 -4.64453 0.01 -0.01 0.00
H -2.16546 1.06001 -4.08103 0.01 0.00 0.01
H -3.77914 0.66617 -3.45088 0.00 -0.01 0.01
H -3.17943 -2.41064 -3.08404 0.00 0.00 0.01
H -1.71957 -3.15078 -0.86691 0.00 0.00 0.00
H 3.67129 -0.27729 -0.35176 0.00 0.00 0.00
H 4.20018 1.50139 -2.38971 0.00 0.00 0.00
H 2.34465 2.34580 -4.30818 0.00 -0.02 0.01
H 2.45700 3.65061 -3.10920 0.00 -0.01 0.02
H 0.87858 2.96477 -3.53065 0.00 -0.01 0.01
H -0.96817 1.38785 3.20157 0.00 0.00 0.00
H -2.15688 3.75986 2.45204 0.00 0.00 0.00
H -3.23654 4.25605 -0.12344 0.00 -0.02 0.01
H -1.97800 3.99101 -1.34167 0.01 -0.01 0.00
H -1.67455 5.08988 0.01442 0.01 -0.01 0.01
C 3.67765 -3.54328 2.62196 -0.02 -0.02 0.02
C 2.41788 -2.81921 2.32658 0.09 0.00 -0.04
O 2.22840 -2.04086 1.42443 -0.09 0.02 0.04
H 4.42857 -3.29321 1.88038 -0.01 0.01 -0.01
H 3.48398 -4.61659 2.62410 0.01 0.00 0.00
H 4.02293 -3.27157 3.62049 0.00 0.00 0.00
C -0.75116 -3.20429 4.54749 -0.05 0.00 0.01
S -0.03990 -2.46966 3.13837 0.02 -0.05 -0.08
O -0.65861 -2.91582 1.91842 0.10 0.03 0.05
O 1.43223 -3.14232 3.23817 -0.02 0.01 0.00
O 0.11130 -1.04481 3.28666 0.01 -0.02 -0.01
H -0.73926 -4.28405 4.41543 0.00 0.00 0.00
H -1.77369 -2.82891 4.59034 0.00 -0.01 0.02
H -0.18349 -2.89377 5.42190 0.00 0.00 0.00
```
Positions in Å, forces in eV/Å.

---

This record from the Open Molecules 2025 dataset describes an isolated molecule of C15H21NO3S. The level of theory is ωB97M-V/def2-TZVPD.

total charge = 0
orbital gap = 8.83 eV
energy = -1262.8942 hartree
SMILES string = COC(=O)c1sccc1NC(=O)CCC1CCCCC1
HOMO = -8.52 eV
relative energy (zero: lowest compared OMol25 entry of this formula, charge and spin) = 0.0 kJ/mol
lowest unoccupied orbital energy = 0.3 eV

Geometry as XYZ:
```
41
Properties=species:S:1:pos:R:3:forces:R:3
C 3.04706 3.77399 -0.02114 -0.29 0.38 0.04
O 3.41092 2.40395 -0.06442 0.13 -0.35 -0.01
C 2.41053 1.52384 0.07025 -0.26 0.07 0.02
O 1.24480 1.85232 0.22162 0.14 0.17 -0.01
C 2.85458 0.15348 0.01418 0.30 -0.51 -0.04
S 4.51466 -0.28907 -0.21415 -0.40 -0.31 0.05
C 4.09861 -1.95209 -0.16406 0.08 0.58 -0.01
C 2.77075 -2.17370 0.01783 0.04 -0.30 -0.01
C 2.03901 -0.96685 0.12316 0.44 0.51 -0.07
N 0.68480 -0.84085 0.31480 -0.08 0.44 0.04
C -0.24637 -1.84488 0.38105 -0.29 0.19 0.21
O 0.02535 -3.02053 0.30630 0.04 -0.29 -0.06
C -1.65132 -1.30504 0.54025 -0.07 -0.12 -0.23
C -2.12399 -0.68135 -0.77909 -0.23 0.12 0.05
C -3.49985 -0.00544 -0.71022 0.25 -0.18 0.23
C -3.51469 1.20564 0.22391 -0.13 0.10 -0.37
C -4.86310 1.91672 0.14371 0.02 -0.06 0.33
C -5.99306 0.95983 0.51258 -0.06 0.11 -0.31
C -5.97195 -0.26787 -0.39339 0.00 -0.12 0.32
C -4.61816 -0.96865 -0.31103 -0.08 0.19 -0.37
H 2.34290 4.00586 -0.82325 0.08 0.01 0.07
H 2.57945 4.01312 0.93653 0.06 0.01 -0.09
H 3.96910 4.33502 -0.14738 -0.04 -0.03 0.01
H 4.87179 -2.68682 -0.27304 0.12 -0.19 -0.02
H 2.30811 -3.14086 0.07606 0.00 -0.11 0.00
H 0.37728 0.12976 0.37320 0.01 -0.24 -0.01
H -2.30054 -2.13484 0.81737 0.10 0.03 0.07
H -1.65917 -0.55760 1.33425 -0.02 0.00 0.08
H -2.15496 -1.46643 -1.53858 0.07 0.00 -0.05
H -1.39556 0.06594 -1.10497 0.02 -0.02 -0.07
H -3.71701 0.35559 -1.72344 -0.02 0.01 0.01
H -2.71219 1.89536 -0.04704 0.09 0.00 0.06
H -3.35017 0.88312 1.25380 0.07 -0.01 0.09
H -4.86964 2.77672 0.81685 -0.01 0.06 -0.07
H -5.01902 2.28700 -0.87238 0.00 0.07 -0.04
H -6.95522 1.46923 0.42697 -0.03 -0.01 0.09
H -5.87373 0.64359 1.55164 -0.04 0.00 0.08
H -6.76578 -0.95874 -0.10153 -0.05 0.00 -0.08
H -6.15986 0.03990 -1.42486 -0.05 -0.02 -0.07
H -4.60970 -1.84091 -0.96824 0.04 -0.10 0.04
H -4.46111 -1.31410 0.71228 0.04 -0.09 0.08
```
Positions in Å, forces in eV/Å.